w) 17
Properties=species:S:1:pos:R:3:nbo_charge:R:1 method="wB97M-V/def2-TZVPD" homo_energy_ev=-13.81 total_charge=+1 homo_lumo_gap_ha=0.3340 multiplicity=1
O 3.374 -0.011 0.615 -0.25
O -1.326 0.199 -1.702 -0.64
N 0.554 -2.292 0.499 -0.73
N -0.874 1.910 -0.056 -0.51
N 2.429 0.658 0.462 0.30
N -1.051 -0.708 0.315 -0.57
C 0.413 2.088 0.025 0.12
C 1.285 1.022 0.366 0.01
C -1.695 0.253 -0.553 0.51
C -0.115 -1.414 -0.216 0.40
H -1.293 2.509 -0.651 0.38
H 1.112 -3.107 0.047 0.46
H -1.169 -0.896 1.250 0.41
H 0.149 -2.523 1.421 0.41
H 0.158 -1.113 -1.235 0.28
H -2.772 0.441 -0.292 0.18
H 0.822 2.982 -0.294 0.23


x) 17
Properties=species:S:1:pos:R:3:nbo_charge:R:1 method="wB97M-V/def2-TZVPD" homo_energy_ev=-13.31 total_charge=+1 homo_lumo_gap_ha=0.3242 multiplicity=1
O 1.910 1.401 -2.650 -0.04
O -1.605 -0.711 0.625 -0.50
N 0.251 -1.498 -1.871 -0.79
N 0.382 0.841 1.433 -0.70
N 1.350 1.806 -1.572 -0.03
N 1.557 0.179 -2.972 -0.13
C 0.487 0.861 -1.153 -0.05
C -1.532 0.349 0.058 0.44
C 0.736 -0.268 -2.018 0.30
C -0.321 1.252 0.085 -0.15
H 0.201 -1.965 -2.667 0.40
H -0.530 2.268 0.061 0.27
H -0.320 -1.940 -1.124 0.43
H -0.066 1.439 2.203 0.45
H 0.084 -0.119 1.682 0.47
H -2.257 0.716 -0.584 0.16
H 1.334 1.091 1.325 0.46


Relative energy table, unit hartree: w) 0.0296; x) 0.0000